1.
# C21H24N6O4

C21H24N6O4 in the gas phase in a non-equilibrium geometry (ωB97M-V/def2-TZVPD, the OMol25 dataset).

Multiplicity   1
ΔE to the lowest compared entry with this formula, charge and spin   179.9 kJ/mol
E_HOMO   -7.72 eV
Energy   -1444.1615 Eh
E_LUMO   0.75 eV

Element x y z (Å)
1 C 6.03264 -5.88747 -4.64871
2 C 5.45089 -4.77822 -3.78604
3 O 4.21056 -5.23152 -3.28405
4 C 3.50135 -4.42037 -2.45059
5 C 3.88301 -3.14441 -2.05300
6 C 3.08453 -2.40785 -1.19480
7 C 1.88991 -2.93190 -0.71733
8 N 1.05439 -2.23714 0.15669
9 C 1.20639 -1.00234 0.70006
10 O 2.13118 -0.22546 0.49290
11 C 0.10045 -0.64087 1.57994
12 N -1.02997 -1.36063 1.77870
13 N -1.82242 -0.71943 2.53884
14 N -1.23701 0.44552 2.89151
15 C -1.91503 1.46749 3.63540
16 C -2.24775 2.58527 2.62887
17 O -1.61402 3.61488 2.58156
18 N -3.24732 2.23182 1.79778
19 C -3.67193 2.97419 0.67048
20 C -5.01899 3.25961 0.52233
21 C -5.47163 3.97799 -0.56954
22 C -4.56223 4.41181 -1.51559
23 C -3.21577 4.11779 -1.38879
24 C -2.74402 3.38648 -0.30137
25 O -1.45705 3.00621 -0.12313
26 C -0.49085 3.43497 -1.06772
27 C 0.88510 3.00505 -0.58744
28 C -0.02692 0.55568 2.29446
29 N 0.84670 1.56701 2.48360
30 C 1.50423 -4.21100 -1.12093
31 C 2.29730 -4.94347 -1.97394
32 H 6.17225 -6.78511 -4.05262
33 H 5.35318 -6.11699 -5.46490
34 H 6.99013 -5.57623 -5.05659
35 H 6.13319 -4.54697 -2.95586
36 H 5.30665 -3.86787 -4.38526
37 H 4.80404 -2.70546 -2.40262
38 H 3.39023 -1.42092 -0.89006
39 H 0.20865 -2.71663 0.44230
40 H -1.25949 1.85944 4.41785
41 H -2.81055 1.02938 4.07831
42 H -3.73925 1.36763 1.97927
43 H -5.71081 2.91561 1.27707
44 H -6.52206 4.19819 -0.67575
45 H -4.89844 4.97835 -2.37069
46 H -2.53601 4.45297 -2.15520
47 H -0.70924 2.98625 -2.04699
48 H -0.52406 4.52835 -1.16120
49 H 1.63261 3.30713 -1.31557
50 H 0.93297 1.92609 -0.46718
51 H 1.10685 3.48328 0.36261
52 H 0.46066 2.48831 2.63470
53 H 1.64612 1.50924 1.86535
54 H 0.57592 -4.62791 -0.75722
55 H 2.00761 -5.93334 -2.28896

Atomic partial charges in e from the natural (NBO) method, atoms 1 to 2:
1. C -0.62
2. C -0.06

=====

2.
# C21H24NO

A 2-piece molecular cluster, C21H24NO overall in a non-equilibrium geometry (ωB97M-V/def2-TZVPD, the OMol25 dataset).

Multiplicity   1
ΔE to the lowest compared entry with this formula, charge and spin   170.7 kJ/mol
Total charge   +1
E_HOMO   -9.82 eV
Energy   -944.3463 Eh
E_LUMO   -5.34 eV

Element x y z (Å)
1 C -2.88718 -2.79721 -2.86745
2 C -1.49202 -2.30876 -2.84754
3 C -1.07780 -0.99455 -2.82889
4 C 0.32197 -0.99211 -2.82277
5 C 0.74235 -2.30284 -2.83649
6 C 2.13895 -2.78545 -2.84616
7 N -0.37312 -3.10383 -2.84999
8 H -3.59085 -1.96494 -2.87403
9 H -3.07332 -3.40309 -3.75424
10 H -3.09691 -3.40992 -1.99075
11 H -1.72240 -0.13203 -2.82649
12 H 0.96243 -0.12551 -2.81321
13 H 2.83884 -1.95008 -2.84715
14 H 2.34429 -3.39794 -1.96865
15 H 2.33410 -3.38952 -3.73205
16 H -0.37081 -4.12632 -2.86514
17 C -1.14766 6.53133 0.18553
18 O -0.18794 5.87708 -0.61152
19 C 0.14541 4.59527 -0.21402
20 C 1.07113 3.88685 -1.00373
21 C 1.41635 2.60151 -0.71031
22 C 0.85896 1.92005 0.39927
23 C 1.20917 0.56823 0.59606
24 C 0.75838 -0.40469 1.53388
25 C 1.45028 -1.63164 1.58797
26 C 1.12987 -2.59472 2.51025
27 C 0.10212 -2.40238 3.42600
28 C -0.19427 -3.45250 4.44305
29 C -0.63545 -1.22456 3.34594
30 C -0.33175 -0.25587 2.41568
31 C -0.00753 2.67000 1.23431
32 C -0.36645 3.95038 0.92701
33 H -1.28876 7.53492 -0.21882
34 H -2.09563 5.99331 0.14482
35 H -0.79222 6.61127 1.21317
36 H 1.49445 4.38686 -1.85650
37 H 2.12223 2.08419 -1.33796
38 H 1.96497 0.20488 -0.08176
39 H 2.25396 -1.80513 0.89379
40 H 1.68743 -3.51548 2.52677
41 H -0.95110 -3.12797 5.15891
42 H -0.55573 -4.36291 3.96282
43 H 0.70580 -3.70626 5.00605
44 H -1.45348 -1.07597 4.03033
45 H -0.97789 0.59553 2.33025
46 H -0.33980 2.25178 2.16233
47 H -1.04334 4.48076 1.57140

Atomic partial charges in e from the natural (NBO) method, atoms 1 to 2:
1. C -0.64
2. C 0.13

=====

3.
# C21H25BiI2N3O3RhS2

C21H25BiI2N3O3RhS2 as an isolated structure in a non-equilibrium geometry (ωB97M-V/def2-TZVPD, the OMol25 dataset).

Multiplicity   5
ΔE to the lowest compared entry with this formula, charge and spin   472.6 kJ/mol
Total charge   +4
⟨S²⟩   6.06
E_HOMO (spin up / spin down)   -18.47 / -19.84 eV
Energy   -2920.3182 Eh
E_LUMO (spin up / spin down)   -13.76 / -15.60 eV

Element x y z (Å)
1 I -0.41348 -4.06985 -1.99969
2 I -0.41348 -3.35655 -4.58629
3 Rh 0.32582 0.89515 -3.64259
4 Bi 0.34272 0.06335 -0.62849
5 S 1.57832 -0.78665 -2.49209
6 S -1.27238 -0.32705 -2.34899
7 C 1.75742 0.25135 0.57591
8 C 3.44812 -0.58075 -2.44619
9 C -2.96958 0.45345 -2.12469
10 C 3.93102 -0.94915 -3.85449
11 C 3.87702 0.83165 -2.05829
12 C 3.94502 -1.61855 -1.43219
13 C -3.67788 0.27755 -3.47359
14 C -2.89458 1.92265 -1.71869
15 C -3.66578 -0.39265 -1.05149
16 C 1.72862 1.67885 -4.59389
17 C -0.84568 2.09565 -4.46369
18 O 2.59942 0.37395 1.36101
19 O 2.56312 2.18985 -5.21279
20 O -1.53318 2.85345 -5.00539
21 H 3.56592 -0.24565 -4.60549
22 H 3.60342 -1.95555 -4.13099
23 H 5.02712 -0.92515 -3.86919
24 H 3.50992 1.57385 -2.76839
25 H 4.97332 0.87725 -2.05189
26 H 3.51972 1.10265 -1.06389
27 H 3.59052 -1.40125 -0.42259
28 H 5.04132 -1.60225 -1.41919
29 H 3.61752 -2.62505 -1.70799
30 H -4.70728 0.64385 -3.38239
31 H -3.71038 -0.77615 -3.76549
32 H -3.18538 0.84355 -4.26709
33 H -3.91538 2.30965 -1.60729
34 H -2.38368 2.52365 -2.47229
35 H -2.37628 2.05235 -0.76769
36 H -4.69488 -0.03375 -0.93159
37 H -3.16428 -0.31405 -0.08479
38 H -3.69878 -1.44645 -1.34269
39 N 0.54202 1.63385 9.40081
40 C 0.21452 1.25205 8.35971
41 C -0.19358 0.77025 7.06111
42 C -1.13248 1.48405 6.30211
43 C -1.48088 1.04165 5.01681
44 C -0.91928 -0.13345 4.49781
45 C 0.01862 -0.84405 5.27531
46 C 0.38942 -0.38355 6.54211
47 N -1.17828 -0.56705 3.14751
48 C -1.14828 -1.83595 2.69701
49 C -1.04888 -1.80405 1.32711
50 N -1.01488 -0.51655 0.94101
51 C -1.14878 0.22855 2.05331
52 H -1.57788 2.38495 6.69691
53 H -2.18778 1.61345 4.43071
54 H 0.51182 -1.72365 4.88051
55 H 1.14522 -0.92695 7.10451
56 H -1.05598 -2.71995 3.31761
57 H -0.80268 -2.65275 0.70761
58 H -0.95508 1.29205 2.09821

Atomic partial charges in e from the Löwdin method, atoms 1 to 2:
1. I 0.51
2. I 0.64